(1)
This record from the Open Molecules 2025 dataset describes C20H52NO2P2Si4Ti as an isolated structure. The level of theory is ωB97M-V/def2-TZVPD.

```
82
Properties=species:S:1:pos:R:3:forces:R:3
C 1.16062 -2.20997 -5.09853 -0.01 -0.05 -0.05
C 1.15724 -1.63018 -3.83658 -0.34 0.01 -0.37
N 0.00393 -1.27579 -3.21599 0.02 -0.97 -0.02
C -1.17089 -1.62384 -3.80037 0.28 0.07 -0.33
C -1.21774 -2.20844 -5.05849 0.08 -0.06 -0.14
C -0.03971 -2.48907 -5.73811 -0.04 0.10 0.15
C 2.49253 -1.40880 -3.17553 -0.57 -1.24 1.06
P 2.41942 -0.78630 -1.43807 -0.12 -0.39 0.00
Ti 0.03801 -0.11522 -1.34311 -0.26 3.01 1.07
P -2.34220 -0.65692 -1.41753 0.36 -0.08 -0.11
C -2.48048 -1.38927 -3.09847 -0.59 -0.04 -0.16
O 1.72243 4.02046 -4.60199 0.24 -0.61 1.38
O -0.09909 1.79905 -1.68706 0.25 -0.48 -0.63
H 2.12361 -2.43966 -5.55169 -0.27 0.00 0.01
H -2.19617 -2.43494 -5.47890 0.28 0.00 0.00
H -0.05726 -2.92018 -6.73499 0.01 0.02 0.16
C 3.08712 -2.21275 -0.51899 0.28 -0.20 0.33
C 3.82358 0.37991 -1.47870 0.36 0.12 -0.16
H -3.11517 -0.72788 -3.71130 0.23 -0.31 0.06
H -3.02465 -2.34329 -2.99993 0.25 0.21 -0.31
H 3.06293 -0.73259 -3.73671 0.85 1.03 -0.98
H 3.04475 -2.36415 -3.14953 -0.18 0.30 -0.27
C -3.27160 -1.84843 -0.41451 -0.36 -0.25 0.37
C -3.42091 0.80303 -1.61605 -0.35 0.27 -0.03
H -0.36033 4.78020 -2.23434 -2.02 1.10 0.06
H 0.07400 2.34028 -2.47338 -0.13 -0.26 0.44
H 1.92298 4.45355 -5.41062 0.21 0.60 -1.14
H 2.54391 4.07694 -4.08557 -0.46 -0.03 -0.20
H -0.02884 -1.15336 0.09068 0.21 -1.48 -0.33
H -1.08087 5.17621 -2.21631 2.01 -1.10 -0.05
H 4.17427 -2.10894 -0.39398 -0.20 -0.15 0.00
H 2.61201 -2.29693 0.46565 0.17 0.07 -0.32
H 2.87762 -3.12753 -1.08841 -0.02 0.20 0.24
H 4.76433 -0.17797 -1.59371 -0.16 0.22 -0.01
H 3.69284 1.04703 -2.34271 0.03 -0.08 0.29
H 3.86932 0.98689 -0.56929 0.03 -0.18 -0.24
H -4.45473 0.54980 -1.34654 0.14 0.19 -0.14
H -3.06222 1.63785 -1.00153 -0.09 -0.27 -0.15
H -3.38632 1.11415 -2.66842 0.01 0.04 0.31
H -4.27852 -1.46618 -0.20066 0.20 -0.21 0.01
H -3.35043 -2.78791 -0.97655 0.01 0.19 0.27
H -2.74924 -2.04811 0.52900 -0.16 0.13 -0.26
C 3.21038 0.23193 2.20760 0.36 0.19 0.07
Si 1.67949 1.31584 1.98742 -0.88 -0.12 -0.08
C 1.46689 2.23207 3.63389 0.29 0.11 0.06
C 1.95538 2.66794 0.69687 0.40 0.20 0.12
Si -0.17502 -0.01929 1.37138 -0.23 0.64 0.12
Si -0.16819 -1.74642 2.96454 0.20 0.55 -0.61
C 0.49982 -1.19281 4.64536 -0.07 -0.31 0.20
C -1.91297 -2.43199 3.20045 0.02 -0.29 0.34
C 0.92877 -3.14479 2.32981 -0.10 -0.44 0.30
Si -1.95789 1.31797 2.18221 0.83 -0.20 -0.13
C -1.92670 1.51328 4.06859 -0.24 0.25 0.08
C -1.72838 2.99887 1.35306 -0.45 0.28 0.10
C -3.71366 0.70199 1.85851 -0.31 0.03 -0.05
H 3.97233 0.84416 2.71434 0.00 -0.20 -0.13
H 3.63414 -0.11501 1.25874 -0.06 0.00 0.22
H 3.02196 -0.64659 2.83873 -0.04 0.20 -0.15
H 2.41689 2.75451 3.82923 -0.17 -0.04 0.05
H 0.67588 2.99143 3.59907 0.17 -0.18 -0.06
H 1.27380 1.56566 4.48320 0.01 0.12 -0.20
H 2.33129 2.29229 -0.26141 -0.23 0.10 0.20
H 1.03907 3.23466 0.48716 0.16 -0.26 0.08
H 2.69855 3.36841 1.10788 -0.06 -0.03 -0.14
H -0.17063 -0.49582 5.16282 0.16 -0.13 -0.14
H 0.58613 -2.09818 5.26619 0.02 0.21 0.02
H 1.49493 -0.73396 4.58808 -0.22 -0.12 -0.06
H -2.22803 -3.03984 2.34228 0.07 0.11 0.17
H -1.89089 -3.09043 4.08241 -0.15 0.04 -0.17
H -2.67330 -1.66209 3.38099 0.22 -0.11 -0.04
H 0.81811 -3.30235 1.25044 -0.07 0.08 0.17
H 1.99047 -2.97625 2.55268 -0.18 0.00 -0.02
H 0.62428 -4.07356 2.83584 0.20 0.06 -0.11
H -1.04962 2.04543 4.45074 -0.17 -0.17 -0.11
H -2.81905 2.10449 4.32825 0.17 -0.09 0.10
H -2.00534 0.55396 4.59641 -0.03 0.17 -0.17
H -1.40376 2.93074 0.30449 -0.05 -0.14 0.25
H -2.69704 3.52131 1.38436 0.21 0.12 -0.06
H -0.99892 3.61516 1.89623 -0.13 -0.13 -0.10
H -4.37439 1.21527 2.57443 0.07 -0.11 -0.19
H -3.83711 -0.37615 2.01339 0.05 0.21 -0.01
H -4.06768 0.94745 0.85115 0.05 -0.08 0.24
```
Forces are in eV/Å.

Calculated values
Frontier orbital gap (spin up / spin down) (eV): 4.94 / 4.66
⟨S²⟩: 0.769
Relative energy (zero: lowest compared OMol25 entry of this formula, charge and spin) (kcal per mole): 0.0
Spin multiplicity: 2
HOMO (spin up / spin down) (eV): -4.7 / -4.5
Total charge: 0
Total energy (eV): -100373.183

Charges in e, computed with Mulliken, in the same order as the atoms: atom 1 (C): -0.68, atom 2 (C): 0.54, atom 3 (N): 0.49, atom 4 (C): 0.67, atom 5 (C): -0.63, atom 6 (C): -0.64, atom 7 (C): -1.82, atom 8 (P): 1.54, atom 9 (Ti): -1.37, atom 10 (P): 1.53, atom 11 (C): -1.84, atom 12 (O): -0.56, atom 13 (O): -0.51, atom 14 (H): 0.49, atom 15 (H): 0.49, atom 16 (H): 0.39, atom 17 (C): -1.14, atom 18 (C): -1.74, atom 19 (H): 0.46, atom 20 (H): 0.50, atom 21 (H): 0.54, atom 22 (H): 0.57, atom 23 (C): -0.88, atom 24 (C): -1.75, atom 25 (H): -0.19, atom 26 (H): -0.05, atom 27 (H): 0.27, atom 28 (H): 0.31, atom 29 (H): 0.30, atom 30 (H): 0.17, atom 31 (H): 0.44, atom 32 (H): -0.22, atom 33 (H): 0.53, atom 34 (H): 0.44, atom 35 (H): 0.48, atom 36 (H): 0.37, atom 37 (H): 0.50, atom 38 (H): 0.11, atom 39 (H): 0.55, atom 40 (H): 0.45, atom 41 (H): 0.50, atom 42 (H): -0.36, atom 43 (C): -0.93, atom 44 (Si): 0.58, atom 45 (C): -1.29, atom 46 (C): -0.96, atom 47 (Si): 0.88, atom 48 (Si): 0.67, atom 49 (C): -1.01, atom 50 (C): -1.18, atom 51 (C): -1.34, atom 52 (Si): 0.34, atom 53 (C): -1.08, atom 54 (C): -1.07, atom 55 (C): -1.17, atom 56 (H): 0.45, atom 57 (H): 0.13, atom 58 (H): 0.19, atom 59 (H): 0.43, atom 60 (H): 0.27, atom 61 (H): 0.33, atom 62 (H): 0.10, atom 63 (H): 0.15, atom 64 (H): 0.53, atom 65 (H): 0.27, atom 66 (H): 0.41, atom 67 (H): 0.22, atom 68 (H): 0.30, atom 69 (H): 0.45, atom 70 (H): 0.18, atom 71 (H): 0.28, atom 72 (H): 0.32, atom 73 (H): 0.47, atom 74 (H): 0.28, atom 75 (H): 0.41, atom 76 (H): 0.23, atom 77 (H): 0.08, atom 78 (H): 0.46, atom 79 (H): 0.34, atom 80 (H): 0.51, atom 81 (H): 0.23, atom 82 (H): 0.30

---

(2)
This record from the Open Molecules 2025 dataset describes C12H15ClO3Re as an isolated structure. The level of theory is ωB97M-V/def2-TZVPD.

```
32
Properties=species:S:1:pos:R:3:forces:R:3
Cl -1.13523 -2.79117 1.97634 1.10 1.65 -1.37
C -0.47773 -2.16796 -1.80419 -0.27 0.61 0.21
C -0.38988 -0.74504 -2.05495 -0.90 -0.23 -0.14
C -1.48531 -0.10344 -1.35532 -0.21 -0.92 -0.29
H 0.31287 -0.25617 -2.74321 -0.27 -0.34 0.59
C -2.26736 -1.12593 -0.67213 0.85 -0.11 -1.51
C -1.60161 -2.40392 -0.93928 -0.77 0.77 -1.05
H -1.96481 -3.35845 -0.56095 0.27 0.25 -0.18
H 0.17232 -2.93511 -2.22968 -0.12 0.29 0.25
H -1.77214 0.95879 -1.41389 0.32 -0.70 0.18
C -3.49586 -0.92511 0.13571 0.17 0.00 0.41
Re -0.22835 -1.18940 0.28393 -1.84 -3.23 1.38
C -0.37585 0.00868 1.86138 -1.36 5.74 7.75
O -0.53702 0.66266 2.85159 1.01 -4.23 -6.26
C 1.48794 -2.04755 0.93590 5.50 -3.52 2.12
O 2.38439 -2.63306 1.39061 -3.91 2.56 -1.99
H -3.43391 0.03910 0.65181 -0.29 -0.16 -0.05
H -3.55097 -1.73295 0.87123 -0.32 0.22 -0.07
H -4.38902 -0.93740 -0.50144 0.20 -0.02 0.08
C 2.16241 2.23489 1.13111 -0.06 -0.11 -0.39
C 1.78199 2.75842 -0.24579 -0.16 -0.24 0.24
C 0.74084 1.77641 -0.66237 0.46 -1.51 0.54
O 1.34607 0.42178 -0.24790 0.63 1.78 0.62
C 2.42254 0.79198 0.86143 -1.24 -0.72 -1.34
H 3.04175 2.67659 1.55128 0.46 0.49 0.28
H 1.32539 2.35232 1.81213 0.00 0.12 0.26
H 2.62670 2.70327 -0.91823 0.21 0.22 -0.25
H 1.35622 3.74174 -0.23227 0.00 0.68 0.01
H -0.17179 1.82143 -0.05285 0.13 0.55 -0.41
H 0.54036 1.71219 -1.72662 -0.04 0.09 0.02
H 3.34057 0.55174 0.33949 0.27 0.10 0.25
H 2.23447 0.14069 1.70710 0.19 -0.10 0.09
```
Forces are in eV/Å.

Calculated values
Frontier orbital gap (spin up / spin down) (eV): 7.12 / 6.25
⟨S²⟩: 3.780
Spin multiplicity: 4
HOMO (spin up / spin down) (eV): -15.8 / -18.0
Total charge: +2
Total energy (eV): -33462.299

Charges in e, computed with natural (NBO), in the same order as the atoms: atom 1 (Cl): -0.13, atom 2 (C): -0.27, atom 3 (C): -0.19, atom 4 (C): -0.25, atom 5 (H): 0.30, atom 6 (C): -0.03, atom 7 (C): -0.23, atom 8 (H): 0.31, atom 9 (H): 0.31, atom 10 (H): 0.30, atom 11 (C): -0.65, atom 12 (Re): 0.93, atom 13 (C): 0.56, atom 14 (O): -0.29, atom 15 (C): 0.57, atom 16 (O): -0.27, atom 17 (H): 0.24, atom 18 (H): 0.26, atom 19 (H): 0.29, atom 20 (C): -0.44, atom 21 (C): -0.44, atom 22 (C): -0.04, atom 23 (O): -0.62, atom 24 (C): -0.04, atom 25 (H): 0.28, atom 26 (H): 0.22, atom 27 (H): 0.24, atom 28 (H): 0.26, atom 29 (H): 0.17, atom 30 (H): 0.22, atom 31 (H): 0.24, atom 32 (H): 0.19

---

(3)
This record from the Open Molecules 2025 dataset describes C29H39ClN4O2RuTe as an isolated structure. The level of theory is ωB97M-V/def2-TZVPD.

```
77
Properties=species:S:1:pos:R:3:forces:R:3
Ru 0.50499 0.00269 0.18779 0.48 -0.19 0.43
C 0.76760 2.90223 -2.34895 -0.08 -0.16 0.09
C 1.04768 1.43028 -2.64911 0.19 0.29 -0.06
N 0.12646 0.42715 -2.08481 0.42 -0.50 0.57
C -1.28138 0.50730 -2.47013 -0.35 0.16 0.08
C -2.06305 1.36807 -1.48716 0.16 -0.14 -0.24
N -1.88086 0.90872 -0.10512 0.22 -0.32 0.23
C -2.34856 1.95793 0.81021 -0.01 0.10 0.20
C -2.28307 1.64572 2.30866 0.22 -0.05 -0.12
C -1.25022 0.63521 2.79071 -0.35 0.06 0.08
N 0.13260 0.85591 2.35828 0.21 -0.50 -0.50
C 0.81388 2.11585 2.65708 0.14 0.30 -0.14
C 0.81108 3.12138 1.49812 -0.13 -0.09 0.25
N 1.02062 2.49266 0.18744 0.20 -0.57 -0.11
C 0.82063 3.45403 -0.90289 -0.06 0.16 -0.24
H -0.19673 3.16554 -2.78620 0.04 0.05 -0.05
H 1.51433 3.43737 -2.93644 -0.06 0.05 -0.04
H 2.04621 1.14861 -2.31217 -0.03 -0.01 -0.05
H 1.03400 1.34927 -3.74286 0.04 -0.10 0.06
H 0.50539 -0.47842 -2.35214 -0.05 0.01 -0.22
H -1.70232 -0.50006 -2.46437 0.11 -0.02 -0.04
H -1.39193 0.92074 -3.47807 0.01 -0.06 0.00
H -3.12028 1.37756 -1.77286 0.03 0.03 0.03
H -1.69922 2.39367 -1.53591 -0.07 0.03 0.05
H -2.43015 0.06328 0.04099 -0.03 -0.03 -0.03
H -3.38611 2.22265 0.57311 0.08 0.07 -0.08
H -1.74039 2.83545 0.59452 -0.04 -0.01 -0.06
H -3.24912 1.26486 2.64307 0.01 0.03 0.06
H -2.12318 2.59468 2.82506 -0.13 0.02 0.04
H -1.52026 -0.36398 2.43703 0.02 -0.01 0.09
H -1.31344 0.62326 3.88504 0.09 -0.07 -0.03
H 0.69067 0.09789 2.74192 0.00 0.02 0.10
H 1.85001 1.87042 2.88136 -0.05 -0.06 0.09
H 0.37701 2.60495 3.53303 0.05 -0.06 0.03
H 1.59185 3.86223 1.70718 -0.09 0.05 -0.03
H -0.13728 3.65891 1.46982 0.02 0.00 -0.07
H 1.98226 2.15739 0.16228 0.07 0.17 0.05
H 1.59870 4.22456 -0.85970 -0.03 -0.02 0.07
H -0.11768 3.97768 -0.70731 0.01 -0.06 0.08
O 2.59339 -0.60871 -0.84122 -0.66 0.17 -0.04
C 3.25094 -0.16628 0.13900 0.44 0.00 -0.02
O 2.65158 0.27146 1.16618 -0.66 0.27 -0.08
C 4.73521 -0.05755 0.07781 -0.06 0.05 0.12
C 5.36498 0.87467 0.90091 -0.01 -0.08 -0.01
C 6.73524 1.05415 0.82662 -0.03 0.03 0.02
C 7.48286 0.29496 -0.06273 0.05 0.02 0.00
C 6.86122 -0.64607 -0.87066 -0.06 -0.06 -0.06
C 5.48813 -0.82171 -0.80606 -0.09 -0.03 -0.06
H 4.77102 1.45249 1.59520 0.00 0.01 0.02
H 7.21398 1.78663 1.46267 0.04 -0.01 -0.02
H 8.55340 0.43811 -0.12707 0.01 -0.01 0.01
H 7.44106 -1.24404 -1.56076 0.04 0.01 0.03
H 4.99761 -1.55578 -1.43137 -0.03 0.03 -0.02
Cl 0.39230 -2.21198 1.21571 1.22 1.34 0.02
Te -2.06335 -2.87744 -0.00786 -1.79 -0.94 0.00
C -4.04547 -3.74027 -0.02820 0.56 0.41 -0.63
C -4.72833 -3.97666 1.15589 0.07 0.04 0.12
C -6.04870 -4.40500 1.12038 -0.01 0.00 -0.06
C -6.68604 -4.58376 -0.09891 -0.06 -0.04 0.03
C -5.99687 -4.37085 -1.28372 0.04 0.00 -0.07
C -4.67526 -3.94912 -1.25087 -0.17 -0.08 0.06
C -1.06200 -4.73134 -0.27294 -0.04 0.50 0.07
C -0.51706 -5.05701 -1.50627 0.01 -0.02 0.02
C 0.15946 -6.26008 -1.65428 0.01 -0.04 -0.03
C 0.30448 -7.11375 -0.57166 0.01 -0.03 -0.02
C -0.22768 -6.77137 0.66335 -0.08 -0.07 -0.02
C -0.92107 -5.58074 0.81519 0.03 -0.02 0.03
H -4.23664 -3.82474 2.10953 0.01 0.02 -0.01
H -6.58076 -4.59034 2.04396 -0.01 0.01 0.01
H -7.72367 -4.88821 -0.12614 0.00 -0.05 0.00
H -6.48456 -4.52653 -2.23721 -0.04 -0.01 0.01
H -4.13779 -3.78334 -2.17637 -0.02 0.01 0.01
H -0.61225 -4.38101 -2.34641 -0.05 -0.02 0.00
H 0.56822 -6.53167 -2.61856 0.03 0.01 0.00
H 0.83086 -8.05116 -0.69022 0.02 0.00 0.00
H -0.11263 -7.43947 1.50631 0.00 0.00 0.02
H -1.34218 -5.31392 1.77616 0.02 0.00 0.00
```
Forces are in eV/Å.

Calculated values
Frontier orbital gap (spin up / spin down) (eV): 8.09 / 5.37
⟨S²⟩: 8.761
Spin multiplicity: 6
HOMO (spin up / spin down) (eV): -10.1 / -10.0
Total charge: +1
Total energy (eV): -63152.686

Charges in e, computed with natural (NBO), in the same order as the atoms: atom 1 (Ru): 1.55, atom 2 (C): -0.43, atom 3 (C): -0.23, atom 4 (N): -0.65, atom 5 (C): -0.25, atom 6 (C): -0.23, atom 7 (N): -0.66, atom 8 (C): -0.22, atom 9 (C): -0.43, atom 10 (C): -0.23, atom 11 (N): -0.64, atom 12 (C): -0.24, atom 13 (C): -0.22, atom 14 (N): -0.66, atom 15 (C): -0.22, atom 16 (H): 0.21, atom 17 (H): 0.24, atom 18 (H): 0.24, atom 19 (H): 0.21, atom 20 (H): 0.41, atom 21 (H): 0.23, atom 22 (H): 0.21, atom 23 (H): 0.21, atom 24 (H): 0.20, atom 25 (H): 0.39, atom 26 (H): 0.20, atom 27 (H): 0.19, atom 28 (H): 0.23, atom 29 (H): 0.22, atom 30 (H): 0.23, atom 31 (H): 0.21, atom 32 (H): 0.42, atom 33 (H): 0.24, atom 34 (H): 0.21, atom 35 (H): 0.21, atom 36 (H): 0.19, atom 37 (H): 0.40, atom 38 (H): 0.20, atom 39 (H): 0.20, atom 40 (O): -0.72, atom 41 (C): 0.77, atom 42 (O): -0.74, atom 43 (C): -0.13, atom 44 (C): -0.18, atom 45 (C): -0.22, atom 46 (C): -0.18, atom 47 (C): -0.21, atom 48 (C): -0.17, atom 49 (H): 0.22, atom 50 (H): 0.22, atom 51 (H): 0.22, atom 52 (H): 0.22, atom 53 (H): 0.23, atom 54 (Cl): -0.49, atom 55 (Te): 0.46, atom 56 (C): -0.28, atom 57 (C): -0.18, atom 58 (C): -0.22, atom 59 (C): -0.20, atom 60 (C): -0.19, atom 61 (C): -0.24, atom 62 (C): -0.25, atom 63 (C): -0.24, atom 64 (C): -0.20, atom 65 (C): -0.20, atom 66 (C): -0.21, atom 67 (C): -0.18, atom 68 (H): 0.21, atom 69 (H): 0.22, atom 70 (H): 0.22, atom 71 (H): 0.22, atom 72 (H): 0.21, atom 73 (H): 0.21, atom 74 (H): 0.22, atom 75 (H): 0.22, atom 76 (H): 0.22, atom 77 (H): 0.21